No. 1
C2H2BrN | ωB97M-V/def2-TZVPD

Cartesian coordinates (Å):
C  -0.14  -0.06  0.27
C  1.13  0.08  -0.01
N  -1.33  0.33  0.35
Br  -2.95  -0.62  0.07
H  1.20  0.27  -1.01
H  2.09  -0.01  0.33

Calculated values
lowest unoccupied orbital energy (alpha / beta)	0.015 / -0.111	Eh
HOMO (alpha / beta)	-6.35 / -9.66	eV
spin multiplicity	3


No. 2
C25H20CaN4O5 | ωB97M-V/def2-TZVPD

Cartesian coordinates (Å):
Ca  -0.80  -0.84  -0.58
C  4.19  -1.86  -3.54
C  3.34  -0.78  -3.37
C  2.44  -0.76  -2.31
C  2.37  -1.81  -1.41
C  3.22  -2.90  -1.59
C  4.13  -2.92  -2.64
N  1.37  -1.77  -0.41
C  1.65  -2.05  0.86
C  2.98  -2.14  1.42
C  3.18  -2.39  2.73
C  2.11  -2.58  3.66
C  0.84  -2.50  3.20
C  0.58  -2.25  1.82
N  -0.69  -2.12  1.33
N  -1.70  -2.26  2.08
C  -2.94  -1.99  1.39
C  -4.09  -2.38  2.07
C  -5.32  -2.13  1.48
C  -5.37  -1.50  0.25
C  -4.18  -1.14  -0.34
N  -2.98  -1.37  0.21
H  4.90  -1.88  -4.36
H  3.38  0.05  -4.06
H  1.79  0.10  -2.19
H  3.16  -3.74  -0.90
H  4.78  -3.78  -2.76
H  3.83  -1.97  0.77
H  4.20  -2.41  3.11
H  2.31  -2.77  4.70
H  -0.01  -2.62  3.86
H  -4.00  -2.86  3.03
H  -6.23  -2.43  1.99
H  -6.31  -1.28  -0.24
H  -4.17  -0.63  -1.30
O  -1.02  1.23  -1.42
C  -0.66  1.66  -0.27
O  -0.43  0.89  0.71
C  -0.52  3.13  -0.10
C  0.19  3.66  0.96
C  0.34  5.05  1.11
C  -0.26  5.84  0.17
O  -0.27  7.20  0.10
C  -1.00  7.54  -1.08
O  -1.47  6.32  -1.67
C  -0.97  5.31  -0.89
C  -1.12  3.96  -1.07
H  0.63  2.98  1.68
H  0.90  5.48  1.93
H  -0.34  8.05  -1.79
H  -1.85  8.16  -0.81
H  -1.66  3.54  -1.90
O  -1.08  -3.50  -1.33
H  -0.86  -4.34  -1.74
H  -0.52  -3.50  -0.53

Calculated values
lowest unoccupied orbital energy (alpha / beta)	-0.032 / -0.032	Eh
HOMO (alpha / beta)	-6.95 / -6.95	eV
spin multiplicity	1


No. 3
C7H11N | ωB97M-V/def2-TZVPD

Cartesian coordinates (Å):
C  1.51  1.99  0.62
C  0.87  0.57  0.57
C  0.21  -0.06  1.51
C  -1.04  -0.98  1.16
C  -1.47  -1.12  -0.24
C  0.36  -0.52  -2.10
C  0.15  0.52  -0.90
H  2.51  1.76  -0.01
H  1.94  2.43  1.64
H  0.59  2.69  0.08
H  0.62  -0.18  2.65
H  -2.00  -0.75  1.85
H  -0.75  -1.99  1.49
H  -1.74  -2.20  -0.69
H  -2.21  -0.54  -0.76
H  -0.26  -0.71  -3.16
H  1.52  -1.02  -2.03
H  -0.68  1.06  -0.86
N  -0.13  -0.97  -0.84

Calculated values
lowest unoccupied orbital energy	0.034	Eh
HOMO	-8.38	eV
spin multiplicity	1


No. 4
C6H9NS2 | ωB97M-V/def2-TZVPD

Cartesian coordinates (Å):
C  -0.31  -0.36  -0.34
C  1.98  -0.20  0.27
C  0.70  -0.87  0.26
C  -0.53  1.23  -0.36
C  0.67  -2.34  0.72
C  -1.74  1.73  -1.19
N  2.20  0.97  -0.21
S  1.14  1.97  -0.82
S  -1.10  1.61  1.32
H  -1.23  -0.96  -0.41
H  2.90  -0.69  0.71
H  -0.27  -2.77  0.47
H  0.83  -2.30  1.77
H  1.49  -2.82  0.06
H  -1.56  1.33  -2.19
H  -1.78  2.76  -1.10
H  -2.65  1.28  -0.81
H  -0.75  0.41  1.83

Calculated values
lowest unoccupied orbital energy	0.011	Eh
HOMO	-8.42	eV
spin multiplicity	1


No. 5
C2H7N2 | ωB97M-V/def2-TZVPD

Cartesian coordinates (Å):
C  -1.06  0.14  -1.09
C  0.52  -0.09  1.82
N  0.79  0.23  0.48
N  -0.46  -0.51  -2.04
H  -1.91  0.81  -1.24
H  -0.25  0.58  2.18
H  0.51  -1.27  1.90
H  1.43  0.25  2.37
H  0.63  1.27  0.25
H  -0.66  -0.48  -3.06
H  0.47  -0.92  -1.56

Calculated values
charge	+1
lowest unoccupied orbital energy (alpha / beta)	-0.243 / -0.209	Eh
HOMO (alpha / beta)	-14.71 / -15.32	eV
spin multiplicity	1


No. 6
C32H30CrF6N4O6P3S4Se2 | ωB97M-V/def2-TZVPD

Cartesian coordinates (Å):
Cr  -0.01  -0.15  0.23
Se  -3.34  5.08  4.00
P  -2.37  3.27  4.47
C  -1.05  3.50  5.71
C  0.30  3.42  5.37
C  1.28  3.67  6.33
C  0.92  4.01  7.62
C  -0.43  4.12  7.96
C  -1.40  3.88  7.01
C  -3.51  2.06  5.21
C  -3.16  1.23  6.28
C  -4.09  0.37  6.84
C  -5.38  0.33  6.35
C  -5.74  1.14  5.28
C  -4.82  2.00  4.72
C  -1.55  2.45  3.08
C  -1.43  1.17  2.56
N  -0.55  1.26  1.54
N  -0.18  2.52  1.40
N  -0.77  3.26  2.32
P  -2.01  -0.46  2.95
Se  -1.30  -1.94  1.56
C  -3.81  -0.40  2.84
C  -4.64  -1.17  3.64
C  -6.00  -1.25  3.36
C  -6.52  -0.55  2.28
C  -5.70  0.24  1.49
C  -4.34  0.32  1.77
C  -1.49  -0.90  4.63
C  -1.68  -2.21  5.09
C  -1.27  -2.56  6.36
C  -0.65  -1.62  7.18
C  -0.42  -0.33  6.72
C  -0.85  0.02  5.44
H  0.59  3.17  4.36
H  2.33  3.60  6.05
H  1.68  4.21  8.36
H  -0.71  4.41  8.97
H  -2.45  3.99  7.26
H  -2.15  1.26  6.68
H  -3.80  -0.27  7.67
H  -6.11  -0.34  6.79
H  -6.75  1.11  4.89
H  -5.10  2.66  3.91
H  -4.23  -1.72  4.48
H  -6.64  -1.85  3.98
H  -7.58  -0.62  2.05
H  -6.10  0.78  0.64
H  -3.69  0.91  1.14
H  -2.10  -2.95  4.42
H  -1.42  -3.57  6.71
H  -0.33  -1.90  8.18
H  0.09  0.39  7.33
H  -0.64  1.02  5.07
C  5.08  2.51  -0.71
C  4.38  2.06  0.56
O  4.32  0.63  0.61
P  2.94  -0.15  0.32
S  1.92  -0.41  1.99
S  1.92  0.70  -1.13
O  3.51  -1.55  -0.22
C  4.17  -2.47  0.66
C  3.30  -3.69  0.86
H  5.16  3.60  -0.72
H  4.50  2.20  -1.58
H  6.07  2.07  -0.77
H  3.38  2.48  0.62
H  4.94  2.37  1.45
H  4.40  -2.00  1.62
H  5.11  -2.73  0.17
H  2.32  -3.39  1.23
H  3.76  -4.37  1.59
H  3.17  -4.23  -0.08
F  -3.92  1.10  -2.21
C  -3.00  1.67  -2.99
F  -3.26  1.35  -4.25
F  -3.08  2.99  -2.85
S  -1.31  1.11  -2.52
O  -1.44  0.91  -1.07
O  -0.45  2.13  -3.02
N  -1.15  -0.25  -3.31
S  -1.03  -1.65  -2.59
O  -0.16  -1.61  -1.42
O  -0.76  -2.68  -3.55
C  -2.76  -2.09  -2.09
F  -2.77  -3.38  -1.78
F  -3.52  -1.89  -3.17
F  -3.25  -1.39  -1.09

Calculated values
charge	-1
lowest unoccupied orbital energy (alpha / beta)	0.077 / 0.077	Eh
HOMO (alpha / beta)	-5.52 / -4.44	eV
spin multiplicity	3


No. 7
C18H14Br2ClCoN6O4S2 | ωB97M-V/def2-TZVPD

Cartesian coordinates (Å):
Co  -0.36  1.32  0.46
Br  1.69  2.10  1.79
C  0.71  3.76  1.99
Br  -1.13  3.30  2.30
H  0.79  4.27  1.04
H  1.13  4.30  2.83
O  2.74  2.04  -4.34
C  2.89  0.80  -3.90
O  3.56  -0.01  -4.47
C  2.17  0.41  -2.64
C  2.25  -0.86  -2.07
Cl  3.08  -2.23  -2.57
N  1.44  -0.90  -0.99
N  0.86  0.30  -0.80
C  1.29  1.09  -1.79
C  0.76  2.47  -1.76
O  0.96  3.30  -2.61
O  0.03  2.70  -0.70
C  1.26  -1.97  -0.08
C  0.00  -2.52  0.06
C  -0.18  -3.56  0.95
C  0.91  -4.04  1.68
C  2.17  -3.49  1.52
C  2.35  -2.44  0.63
H  2.12  2.59  -3.80
H  -0.82  -2.17  -0.57
H  -1.14  -4.03  1.05
H  0.77  -4.87  2.36
H  3.01  -3.88  2.07
H  3.33  -2.00  0.48
N  0.24  -0.40  3.54
C  -0.84  -0.66  2.80
N  -1.16  -0.06  1.66
C  -2.36  -0.57  1.18
C  -2.93  -1.55  1.92
S  -1.97  -1.87  3.30
C  -2.87  0.07  0.02
C  -3.99  -0.19  -0.70
S  -4.18  0.91  -1.99
C  -2.71  1.72  -1.50
N  -2.12  1.14  -0.43
N  -2.28  2.80  -2.12
H  0.87  0.34  3.29
H  0.41  -0.88  4.41
H  -3.85  -2.08  1.74
H  -4.71  -0.98  -0.54
H  -2.75  3.19  -2.91
H  -1.45  3.26  -1.75

Calculated values
charge	+2
lowest unoccupied orbital energy (alpha / beta)	-0.331 / -0.336	Eh
HOMO (alpha / beta)	-14.12 / -14.10	eV
spin multiplicity	1


No. 8
C3H4N2O2 | ωB97M-V/def2-TZVPD

Cartesian coordinates (Å):
N  -1.78  -0.34  -0.21
C  -0.51  -0.23  0.24
C  0.10  0.90  0.80
O  1.43  0.36  1.30
C  1.33  0.10  0.00
O  1.71  0.97  -0.89
N  0.50  -1.09  -0.25
H  -1.94  -0.87  -1.05
H  -2.41  0.43  -0.02
H  0.82  1.65  -0.25
H  0.74  -1.88  0.34

Calculated values
lowest unoccupied orbital energy	0.022	Eh
HOMO	-8.75	eV
spin multiplicity	1


| no. | calculated total energy (eV) |
| --- | --- |
| 1 | -73632.766 |
| 2 | -60888.876 |
| 3 | -8919.824 |
| 4 | -29526.387 |
| 5 | -5155.447 |
| 6 | -298549.199 |
| 7 | -247914.944 |
| 8 | -10244.982 |